{
  "formula": "C4H10O2S",
  "method": "wB97M-V/def2-TZVPD",
  "spin_multiplicity": 1,
  "de_lowest_kj_mol": 125.79,
  "total_energy_ha": -707.045480,
  "e_homo_ev": -9.259,
  "largest_force_ev_per_a": 1.45,
  "gap_ev": 9.76,
  "elements": ["O", "C", "C", "C", "C", "S", "H", "H", "H", "H", "H", "H", "H", "H", "O", "H", "H"],
  "positions_angstrom": [[1.99321, -2.10889, 0.67726], [2.33635, -0.95929, 0.67759], [1.46456, 0.16918, 1.18054], [0.12136, 0.27921, 0.47166], [-0.93922, 1.16534, 1.10907], [-2.58786, 0.99153, 0.43229], [3.32544, -0.69020, 0.26904], [1.99382, 1.06180, 0.97693], [1.36094, -0.02297, 2.24924], [0.25755, 0.64812, -0.53868], [-0.27497, -0.73893, 0.41624], [-0.58841, 2.19857, 1.07978], [-1.03059, 0.96941, 2.17427], [-2.44644, 1.56256, -0.77218], [0.61870, -0.80262, -3.83628], [0.28310, -0.92268, -4.73061], [0.17518, -0.01528, -3.50501]],
  "mulliken_charge": [-0.4566, -0.0817, -0.4842, -0.4280, -0.7576, -0.2076, 0.3267, 0.3327, 0.3358, 0.2259, 0.3915, 0.3568, 0.3476, 0.0991, -0.6210, 0.3145, 0.3061]
}


{
  "formula": "C2H5N3O3",
  "method": "wB97M-V/def2-TZVPD",
  "spin_multiplicity": 1,
  "de_lowest_kj_mol": 621.77,
  "total_energy_ha": -468.963875,
  "e_homo_ev": -9.508,
  "largest_force_ev_per_a": 8.08,
  "gap_ev": 9.44,
  "elements": ["C", "C", "H", "H", "H", "H", "H", "N", "N", "N", "O", "O", "O"],
  "positions_angstrom": [[-0.04954, 0.13057, -1.30400], [1.22482, -1.28301, 1.35545], [-0.39282, 1.28273, 1.08828], [-1.95365, 0.68627, 0.27385], [-0.55418, 2.18879, -1.69228], [-0.59394, -1.90635, -0.38143], [2.06006, -0.77203, 2.02796], [-1.27432, 1.50599, 0.31196], [-0.53806, 1.40561, -0.91999], [-0.27996, -0.59527, -0.20501], [0.42598, -0.05581, -2.35073], [0.53658, -0.13035, 0.91355], [1.38904, -2.45716, 0.88239]],
  "mulliken_charge": [0.5002, 0.2097, 0.4583, 0.3247, 0.2352, 0.4244, 0.2713, -0.7178, -0.1009, -0.4550, -0.5218, -0.1759, -0.4524]
}


{
  "formula": "H6LiO7P",
  "method": "wB97M-V/def2-TZVPD",
  "spin_multiplicity": 1,
  "total_energy_ha": -879.310465,
  "e_homo_ev": 1.443,
  "largest_force_ev_per_a": 0.96,
  "gap_ev": 2.98,
  "charge": -2,
  "elements": ["Li", "P", "O", "O", "O", "O", "O", "H", "H", "O", "H", "H", "O", "H", "H"],
  "positions_angstrom": [[-0.23064, -0.17119, -0.37975], [1.96372, 0.98313, -0.16723], [2.92767, 0.70069, 0.99228], [2.50342, 2.00451, -1.17827], [0.53683, 1.45672, 0.39153], [1.55897, -0.35547, -0.94223], [-0.17785, -2.07420, 0.31184], [0.78501, -2.15788, 0.19934], [-0.53927, -2.88290, 0.67536], [-1.38021, 1.21503, 1.95821], [-0.51957, 1.40731, 1.37634], [-1.06587, 0.56975, 2.59640], [-1.84070, -0.20110, -1.69176], [-2.66748, -0.66987, -1.56864], [-1.85402, 0.17546, -2.57345]],
  "mulliken_charge": [0.8788, 0.8273, -0.8584, -0.8693, -0.9192, -0.9991, -0.5458, 0.3337, 0.2107, -0.7849, 0.4912, 0.2415, -0.5067, 0.2466, 0.2534]
}


{
  "formula": "C2H4CrLiO",
  "method": "wB97M-V/def2-TZVPD",
  "spin_multiplicity": 6,
  "total_energy_ha": -1205.014688,
  "e_homo_ev": [-19.494, -20.398],
  "largest_force_ev_per_a": 5.61,
  "gap_ev": [9.10, 10.10],
  "charge": 2,
  "elements": ["O", "Cr", "C", "C", "H", "H", "H", "Li", "H"],
  "positions_angstrom": [[0.80606, -0.54564, -0.21514], [2.54430, -1.20861, 0.67352], [0.05458, 0.30282, 0.32505], [-1.15660, 0.65173, -0.43241], [-1.00255, 1.47512, 0.28615], [-1.01056, 0.54936, -1.50640], [-2.13672, 0.29522, -0.12687], [1.47777, -2.43689, -0.15157], [0.42371, 0.91688, 1.14766]],
  "mulliken_charge": [-0.7466, 0.9576, 0.3408, -0.7286, 0.2252, 0.3375, 0.3838, 0.9003, 0.3300]
}


{
  "formula": "CH19O12",
  "method": "wB97M-V/def2-TZVPD",
  "spin_multiplicity": 1,
  "de_lowest_kj_mol": 369.75,
  "total_energy_ha": -952.373596,
  "e_homo_ev": -6.744,
  "largest_force_ev_per_a": 10.60,
  "gap_ev": 8.46,
  "charge": -1,
  "elements": ["C", "O", "O", "O", "H", "O", "H", "H", "O", "H", "H", "O", "H", "H", "O", "H", "H", "O", "H", "H", "O", "H", "H", "O", "H", "H", "O", "H", "H", "O", "H", "H"],
  "positions_angstrom": [[0.49594, -0.00106, 0.14500], [-0.50206, -0.38106, -0.43200], [0.37594, 0.70294, 1.29600], [1.68794, -0.36606, -0.16100], [-0.50906, 0.90294, 1.78700], [3.12894, 0.65794, 2.31200], [3.31594, 1.67194, 2.37300], [2.23394, 0.33194, 1.83800], [-2.42906, 0.13594, -2.22300], [-1.65406, -0.09806, -1.79800], [-3.10106, -0.10906, -1.68400], [1.12294, -0.07506, -2.85800], [1.31094, -0.93806, -3.37400], [1.34394, -0.06706, -1.95000], [4.02994, 1.13694, -0.33300], [4.04194, 1.38894, 0.50900], [3.40694, 0.29494, -0.52500], [2.52394, -2.47106, -1.61600], [2.04094, -1.72906, -1.07000], [2.73994, -2.86306, -0.69000], [-2.12906, 2.70994, -0.18200], [-2.16706, 2.55794, 0.66200], [-1.95206, 1.92994, -0.43100], [-3.55706, -0.79806, 0.34200], [-2.78406, -0.13706, 0.38100], [-4.39706, -0.30906, -0.05600], [-0.57606, -3.16406, -0.02200], [-0.39106, -3.41706, -0.85300], [-0.74106, -2.23906, -0.05400], [-2.17606, 1.51294, 2.47300], [-2.91706, 1.01894, 2.92800], [-1.81706, 2.20894, 3.26600]],
  "mulliken_charge": [0.7232, -0.6324, -0.5717, -0.6909, 0.3110, -0.7438, 0.2806, 0.3408, -0.6296, 0.4426, 0.3159, -0.6745, 0.2938, 0.3497, -0.6415, 0.2668, 0.4397, -0.6731, 0.2918, 0.3503, -0.5818, 0.3382, 0.2559, -0.7115, 0.3049, 0.3141, -0.6406, 0.2781, 0.3496, -0.6724, 0.2958, 0.3210]
}


{
  "formula": "C28H33Cl33N2O3",
  "method": "wB97M-V/def2-TZVPD",
  "spin_multiplicity": 1,
  "total_energy_ha": -16608.217247,
  "e_homo_ev": -9.046,
  "largest_force_ev_per_a": 1.04,
  "gap_ev": 8.82,
  "elements": ["C", "O", "C", "C", "C", "C", "C", "C", "N", "C", "C", "C", "C", "C", "C", "C", "O", "C", "C", "O", "N", "C", "H", "H", "H", "H", "H", "H", "H", "H", "H", "H", "H", "H", "H", "H", "H", "H", "H", "H", "H", "H", "H", "H", "Cl", "C", "Cl", "Cl", "H", "Cl", "C", "Cl", "Cl", "H", "Cl", "C", "Cl", "Cl", "H", "Cl", "C", "Cl", "Cl", "H", "Cl", "C", "Cl", "Cl", "H", "Cl", "C", "Cl", "Cl", "H", "Cl", "C", "Cl", "Cl", "H", "Cl", "C", "Cl", "Cl", "H", "Cl", "C", "Cl", "Cl", "H", "Cl", "C", "Cl", "Cl", "H", "Cl", "C", "Cl", "Cl", "H"],
  "positions_angstrom": [[-2.52152, -0.09669, 3.78349], [-2.07043, -1.41711, 3.55933], [-2.98737, -2.21104, 2.83544], [-2.49805, -2.65352, 1.47207], [-2.79861, -3.93649, 1.10325], [-2.40743, -4.45445, -0.14721], [-1.71884, -3.67143, -1.02103], [-1.38283, -2.34648, -0.68627], [-0.69752, -1.60815, -1.60667], [-0.38266, -0.41378, -1.20554], [-0.71375, 0.12262, 0.07096], [-0.25862, 1.50149, 0.48243], [1.05570, 1.95124, -0.15918], [2.20953, 0.92032, -0.10567], [2.26476, 0.05634, 1.16696], [2.04727, -1.41667, 0.87478], [2.71419, -2.20022, 1.88712], [2.45020, -3.54067, 1.75734], [1.11139, -4.00751, 2.27084], [3.27099, -4.29175, 1.30290], [-1.41457, -0.55801, 0.93590], [-1.76105, -1.83217, 0.57287], [-1.64073, 0.54352, 3.84467], [-3.10051, -0.00028, 4.70712], [-3.11180, 0.25671, 2.93641], [-3.19030, -3.10369, 3.43121], [-3.94004, -1.68390, 2.73292], [-3.36103, -4.56342, 1.78274], [-2.66687, -5.46435, -0.43410], [-1.41143, -4.07191, -1.98580], [0.17847, 0.20759, -1.89334], [-0.16158, 1.47628, 1.56516], [-1.07750, 2.19417, 0.27182], [0.89980, 2.33175, -1.17011], [1.38848, 2.82099, 0.41072], [3.13864, 1.48067, -0.19605], [2.16266, 0.31704, -1.01190], [3.28497, 0.10762, 1.55352], [1.59198, 0.39685, 1.94754], [2.44354, -1.69964, -0.10356], [0.98973, -1.68901, 0.89287], [0.36624, -3.21749, 2.18557], [1.22175, -4.22184, 3.33428], [0.78213, -4.89221, 1.73754], [0.40339, 5.49138, 0.63001], [-0.33662, 5.52861, 2.22786], [-1.88310, 6.37222, 2.16770], [-0.55879, 3.89623, 2.87393], [0.32548, 6.06630, 2.89310], [-2.78396, -7.41628, -5.27378], [-1.30421, -6.67070, -4.67008], [-1.63067, -5.70294, -3.22402], [-0.07407, -7.88859, -4.34159], [-0.92581, -6.00543, -5.43418], [6.16607, 1.18924, -0.29901], [6.10133, 0.20784, -1.76584], [4.65146, 0.58176, -2.70187], [7.55147, 0.44136, -2.73565], [6.05360, -0.83244, -1.47197], [3.74971, -0.71068, -8.22130], [4.02135, -0.10276, -6.59152], [5.19484, 1.21555, -6.60431], [2.50626, 0.41857, -5.85011], [4.42725, -0.90723, -5.99271], [-4.60077, 0.26833, 0.82658], [-6.00667, 1.26593, 1.19481], [-6.41385, 1.10941, 2.90755], [-5.72493, 2.95146, 0.78763], [-6.84204, 0.90804, 0.60721], [4.36385, -0.72696, -12.01799], [5.92138, 0.08485, -11.83063], [6.36711, 0.19039, -10.13101], [7.17064, -0.73983, -12.76404], [5.82304, 1.09021, -12.21679], [-6.56339, 0.49329, 8.78778], [-5.45451, 0.38613, 7.42173], [-5.02065, -1.29097, 7.09224], [-6.14745, 1.14274, 5.98552], [-4.55093, 0.92251, 7.67832], [1.98229, 0.43029, 6.88582], [2.38435, 0.50053, 5.17095], [1.35946, 1.67184, 4.33520], [4.08707, 0.89020, 4.93786], [2.19930, -0.47479, 4.73856], [-7.87277, 4.21906, -2.88623], [-8.62229, 4.25248, -1.29150], [-10.16170, 5.10794, -1.33573], [-8.83382, 2.61655, -0.66525], [-7.95973, 4.78190, -0.61839], [10.41803, 0.17602, -0.68668], [11.63154, -0.04525, -1.94459], [11.98380, -1.75618, -2.18481], [11.11287, 0.70404, -3.45759], [12.54163, 0.44353, -1.62478], [-4.92364, 6.36985, 1.45391], [-5.63901, 6.42600, 3.06946], [-7.20412, 7.23682, 3.02692], [-5.77601, 4.80430, 3.73855], [-4.98039, 6.99598, 3.71141]],
  "mulliken_charge": [0.1541, -0.4078, -0.9741, 1.6104, -1.1019, -0.3330, -0.0327, 0.0665, -0.6969, -0.9102, 0.2865, -0.1473, -1.2604, -0.5008, 0.3214, 0.5207, -0.3288, 0.4696, -0.2286, -0.5875, 0.3804, -0.5593, -0.0305, 0.0804, 0.0064, 0.4058, 0.3183, 0.4276, 0.4169, 0.3482, 0.6372, -0.4950, 0.8012, 0.3271, 0.3674, 0.4607, 0.3537, 0.5898, -0.5678, 0.2791, -0.7328, -0.1965, 0.3198, 0.2853, -0.1242, -0.1513, -0.0731, -0.0189, 0.3763, -0.1239, -0.0205, -0.0828, -0.1239, 0.2844, -0.1455, -0.0173, -0.0638, -0.0751, 0.2961, -0.0937, 0.0500, -0.1233, -0.1225, 0.2832, -0.0206, -0.1471, -0.0639, -0.0238, 0.2512, -0.1257, 0.0459, -0.0741, -0.1277, 0.2845, -0.1332, 0.0077, -0.1257, -0.0690, 0.3013, -0.1419, 0.2873, -0.0717, -0.1265, 0.0168, -0.1230, 0.3145, -0.1275, -0.1246, 0.0560, -0.0920, 0.0224, -0.1190, -0.1180, 0.3101, -0.1540, -0.0066, -0.1270, -0.0353, 0.3072]
}